Density functional theory data (ωB97M-V/def2-TZVPD) for a 4-piece molecular cluster, C34H43IN6O10P overall in a non-equilibrium geometry.

Last column: Löwdin charge in e.
Cartesian coordinates (Å):
C  -2.422  1.451  -3.856  -0.14
C  -2.896  0.116  -3.031  -0.24
C  -1.819  -0.342  -1.836  -0.19
C  -1.765  0.795  -0.670  -0.24
C  -0.241  1.465  -0.840  -0.07
C  -2.119  0.318  0.857  -0.22
C  -3.147  -0.971  1.022  -0.16
C  -2.507  -2.353  1.597  -0.27
C  -1.883  -3.368  0.423  -0.65
I  0.265  -3.168  0.106  0.78
C  -0.881  0.236  1.927  -0.26
O  0.383  -0.158  1.866  -0.09
N  -1.301  0.652  3.353  0.07
C  -2.724  1.220  3.153  -0.20
C  -3.036  2.286  4.346  -0.44
O  -4.040  3.156  4.434  -0.14
O  -2.040  2.335  5.468  -0.31
C  -2.860  1.649  1.564  -0.37
C  -2.279  3.145  1.298  -0.20
C  -0.922  3.596  2.069  -0.09
C  -0.447  5.039  1.367  -0.30
N  0.977  5.229  0.855  0.05
O  -1.374  6.016  1.299  -0.06
P  -4.660  1.918  0.852  0.75
N  -5.654  2.652  1.891  -0.31
H  -2.832  1.347  -4.970  0.08
H  -1.250  1.519  -3.897  0.07
H  -2.922  2.389  -3.324  0.08
H  -3.956  0.185  -2.537  0.11
H  -2.943  -0.781  -3.815  0.09
H  -2.133  -1.413  -1.523  0.06
H  -0.773  -0.436  -2.397  0.12
H  -2.501  1.658  -1.045  0.11
H  -0.146  2.529  -0.373  0.06
H  0.620  0.718  -0.567  0.09
H  -0.142  1.630  -2.020  0.07
H  -4.074  -0.740  1.740  0.11
H  -3.683  -1.263  -0.006  0.12
H  -3.446  -2.977  2.001  0.12
H  -1.805  -2.269  2.527  0.11
H  -2.546  -3.325  -0.565  0.06
H  -2.063  -4.466  0.854  0.06
H  -1.462  -0.281  3.800  0.12
H  -3.355  0.275  3.520  0.15
H  -3.133  3.898  1.664  0.14
H  -2.128  3.431  0.149  0.11
H  0.013  2.875  1.906  0.12
H  -1.024  3.834  3.209  0.14
H  1.559  4.555  1.420  0.06
H  0.996  4.895  -0.136  0.08
H  -5.294  0.690  0.450  0.00
H  -4.481  2.813  -0.294  0.02
H  -6.495  2.062  2.071  -0.04
C  5.474  -4.860  4.268  -0.08
C  5.284  -3.776  3.410  -0.06
C  4.648  -3.960  2.181  0.01
C  4.200  -5.239  1.822  -0.14
C  4.396  -6.330  2.678  0.00
C  5.037  -6.135  3.904  -0.07
N  3.508  -5.434  0.542  -0.33
O  3.370  -4.447  -0.196  -0.02
O  3.097  -6.572  0.275  0.05
H  5.966  -4.711  5.228  0.11
H  5.630  -2.787  3.701  0.11
H  4.507  -3.105  1.523  0.12
H  4.058  -7.329  2.410  0.12
H  5.191  -6.975  4.577  0.10
C  6.772  6.805  2.585  -0.08
C  7.587  5.674  2.519  -0.08
C  7.051  4.448  2.120  0.00
C  5.693  4.367  1.782  -0.14
C  4.871  5.500  1.855  0.01
C  5.417  6.720  2.258  -0.06
N  5.129  3.087  1.337  -0.32
O  5.884  2.104  1.304  0.06
O  3.933  3.063  1.015  0.06
H  7.195  7.760  2.892  0.11
H  8.641  5.748  2.777  0.10
H  7.699  3.575  2.074  0.12
H  3.814  5.450  1.600  0.10
H  4.788  7.605  2.315  0.11
C  -2.203  -4.476  -8.362  -0.08
C  -1.224  -4.247  -7.394  -0.07
C  -1.595  -3.919  -6.088  0.01
C  -2.955  -3.828  -5.761  -0.14
C  -3.939  -4.050  -6.733  0.00
C  -3.557  -4.374  -8.036  -0.07
N  -3.351  -3.509  -4.384  -0.32
O  -2.450  -3.301  -3.557  0.05
O  -4.562  -3.470  -4.126  0.06
H  -1.909  -4.737  -9.378  0.11
H  -0.172  -4.327  -7.657  0.11
H  -0.820  -3.744  -5.345  0.12
H  -4.998  -3.977  -6.494  0.12
H  -4.313  -4.551  -8.797  0.11

The value obtained for the calculated total energy is -3040.729526 Eh. The net charge is -1. The value obtained for the orbital gap is 4.2 eV.


Density functional theory data (ωB97M-V/def2-TZVPD) for a single C6H12O molecule in a non-equilibrium geometry.

Last column: Löwdin charge in e.
Cartesian coordinates (Å):
O  -3.074  0.140  0.248  0.00
C  -1.899  0.298  0.610  -0.21
C  -0.934  1.214  -0.253  -0.14
C  0.558  0.927  0.047  -0.19
C  0.957  -0.592  -0.165  -0.42
C  1.911  -0.882  1.016  -0.11
C  1.687  -0.958  -1.430  -0.10
H  -1.633  -0.070  1.597  0.12
H  -1.096  2.213  0.134  0.10
H  -1.168  1.168  -1.380  0.15
H  1.142  1.455  -0.602  0.06
H  0.934  1.332  1.083  0.14
H  0.124  -1.276  -0.200  0.12
H  2.801  -0.028  1.223  0.15
H  2.526  -1.742  0.708  0.05
H  1.515  -1.113  1.974  0.05
H  1.871  -0.003  -2.057  0.10
H  2.661  -1.405  -1.262  0.06
H  1.230  -1.693  -2.150  0.09

The value obtained for the calculated total energy is -310.980922 Eh. The value obtained for the orbital gap is 10.8 eV. The value obtained for the energy relative to the best compared isomer or geometry (same formula, charge and spin) is 49.17 kcal/mol.


Density functional theory data (ωB97M-V/def2-TZVPD) for a 2-piece molecular cluster, C37H38NO4 overall in a non-equilibrium geometry.

Last column: Löwdin charge in e.
Cartesian coordinates (Å):
C  -2.610  -4.802  -0.832  -0.16
C  -3.090  -3.760  -1.639  -0.13
C  -3.227  -2.480  -1.125  -0.04
C  -2.868  -2.205  0.226  -0.24
C  -2.924  -0.923  0.814  -0.06
C  -3.284  0.277  0.132  -0.43
C  -3.563  1.510  0.962  -0.14
C  -3.929  2.682  0.276  -0.05
C  -4.029  3.900  0.945  -0.10
C  -3.838  3.951  2.334  -0.11
C  -3.570  2.774  3.043  -0.10
C  -3.438  1.559  2.360  -0.04
O  -3.328  0.384  -1.116  -0.09
C  -2.424  -3.291  1.042  -0.06
C  -2.296  -4.567  0.517  -0.14
H  -2.495  -5.808  -1.239  0.08
H  -3.366  -3.960  -2.675  0.09
H  -3.582  -1.663  -1.752  0.09
H  -2.671  -0.856  1.866  0.06
H  -4.097  2.642  -0.800  0.11
H  -4.254  4.803  0.373  0.09
H  -3.910  4.906  2.859  0.09
H  -3.455  2.793  4.128  0.09
H  -3.236  0.646  2.918  0.10
H  -2.185  -3.083  2.088  0.10
H  -1.956  -5.383  1.158  0.09
C  3.089  -4.595  -2.279  -0.06
C  1.744  -4.195  -1.658  -0.54
C  0.667  -4.320  -2.734  -0.07
C  1.445  -5.206  -0.545  -0.04
C  1.805  -2.757  -1.071  -0.05
C  0.904  -1.790  -1.426  0.04
C  0.915  -0.466  -0.879  -0.17
C  -0.079  0.488  -1.235  0.02
C  -0.032  1.845  -0.910  -0.05
C  -0.920  2.814  -1.373  -0.01
C  -0.850  4.203  -1.027  -0.19
C  -1.732  5.174  -1.608  -0.02
C  -1.678  6.508  -1.256  0.01
C  -0.736  6.935  -0.296  -0.17
N  -0.711  8.285  0.143  -0.33
O  0.135  8.598  1.014  0.03
O  -1.521  9.109  -0.338  0.04
C  0.162  6.018  0.281  0.01
C  0.099  4.681  -0.073  0.00
C  1.971  -0.147  0.028  0.03
C  2.896  -1.055  0.467  -0.06
C  3.963  -0.674  1.531  -0.55
C  3.766  -1.521  2.795  -0.05
C  3.875  0.804  1.921  -0.08
C  5.375  -0.949  1.002  -0.05
C  2.827  -2.430  -0.055  -0.26
O  3.609  -3.314  0.375  0.00
H  3.869  -4.573  -1.512  0.07
H  3.018  -5.611  -2.692  0.08
H  3.354  -3.902  -3.085  0.09
H  -0.330  -4.127  -2.318  0.06
H  0.867  -3.623  -3.558  0.09
H  0.667  -5.341  -3.141  0.09
H  0.496  -4.964  -0.051  0.08
H  1.379  -6.217  -0.970  0.09
H  2.253  -5.175  0.194  0.08
H  0.136  -2.011  -2.171  0.12
H  -0.920  0.125  -1.826  0.12
H  0.782  2.171  -0.263  0.09
H  -1.720  2.500  -2.047  0.12
H  -2.461  4.844  -2.350  0.12
H  -2.342  7.254  -1.685  0.12
H  0.878  6.393  1.005  0.12
H  0.793  3.989  0.400  0.11
H  2.023  0.872  0.403  0.09
H  3.889  -2.578  2.538  0.08
H  4.511  -1.235  3.549  0.08
H  2.761  -1.360  3.203  0.09
H  4.059  1.448  1.052  0.09
H  2.896  1.039  2.355  0.09
H  4.637  1.037  2.676  0.08
H  5.558  -0.359  0.096  0.09
H  6.112  -0.671  1.768  0.08
H  5.470  -2.015  0.772  0.08

The value obtained for the calculated total energy is -1788.372335 Eh. The net charge is -1. The value obtained for the orbital gap is 3.4 eV.


Density functional theory data (ωB97M-V/def2-TZVPD) for an isolated ion of composition C9H14N3 and charge +1 in a non-equilibrium geometry.

Last column: Löwdin charge in e.
Cartesian coordinates (Å):
C  -3.374  -0.406  0.108  -0.17
C  -1.080  0.303  -0.157  -0.18
C  1.038  -0.861  -0.552  -0.40
C  -2.008  -0.732  0.160  -0.14
C  -1.662  -2.108  0.541  0.00
C  -0.442  2.729  -0.368  -0.08
C  3.244  0.061  0.221  -0.07
C  -1.571  1.719  -0.232  -0.16
C  2.047  -0.753  0.656  -0.13
N  -4.492  -0.152  0.055  0.25
N  0.159  0.089  -0.440  0.24
N  1.263  -1.638  -1.510  0.37
H  -2.094  -2.342  1.523  0.12
H  -0.590  -2.284  0.559  0.07
H  -2.143  -2.817  -0.145  0.12
H  0.176  2.738  0.527  0.08
H  -0.854  3.723  -0.504  0.09
H  0.185  2.492  -1.222  0.08
H  3.949  0.101  1.053  0.09
H  2.967  1.083  -0.028  0.09
H  3.750  -0.388  -0.631  0.08
H  -2.234  1.786  -1.101  0.14
H  -2.183  1.947  0.645  0.14
H  1.543  -0.289  1.503  0.13
H  2.326  -1.777  0.909  0.12
H  2.080  -2.225  -1.571  0.13

The value obtained for the calculated total energy is -515.201227 Eh. Its multiplicity is 3. Its expectation value of S² is 2.038. The net charge is +1. The value obtained for the orbital gap (alpha / beta) is 9.9 / 6.6 eV. The value obtained for the energy relative to the best compared isomer or geometry (same formula, charge and spin) is 70.73 kcal/mol.


Question: What is the calculated total energy in the fourth record?
Answer: -515.201227 Eh


Question: Which of these has the highest calculated total energy?
Answer: C6H12O


Question: What is the formula in the first record?
Answer: C34H43IN6O10P


Question: The highest calculated total energy belongs to which entry?
Answer: C6H12O